1.
68
Properties=species:S:1:pos:R:3:forces:R:3 method="wB97M-V/def2-TZVPD" charge=+4 homo_lumo_gap_ev="4.0 / 4.4" energy_ev=-63568.80496 multiplicity=5 largest_force_ev_per_a=4.812 lumo_energy_ev="-14.45 / -16.46"
Os 0.200 0.225 -0.706 -0.4 -3.2 -0.8
P 1.837 1.315 0.275 3.8 2.4 1.8
P -1.166 0.158 1.149 -2.8 -0.8 2.7
P -0.812 1.926 -1.595 -1.7 2.7 -1.5
H 0.766 -2.370 -5.735 0.3 0.5 0.7
C 0.699 -1.264 -5.670 -0.5 -0.8 -1.2
C 1.748 -0.414 -5.622 2.5 0.0 -0.2
H 2.538 -0.418 -4.829 -0.3 -0.4 -1.2
C 3.014 0.177 1.100 -0.2 -0.1 -0.2
C 1.500 2.578 1.588 -0.4 -0.2 -0.3
C 2.910 2.215 -0.920 -0.2 -0.1 -0.1
C -2.498 -1.111 0.850 0.1 0.3 -0.5
C -0.484 -0.454 2.773 0.6 -0.1 -0.7
C -2.063 1.675 1.777 0.2 -0.1 -0.6
C -0.475 2.269 -3.385 0.6 -0.4 0.2
C -0.654 3.673 -0.991 0.2 -0.6 0.2
C -2.612 1.590 -1.755 0.3 0.2 0.2
H -0.285 -0.888 -5.912 -0.4 0.2 -0.6
H 2.056 0.188 -6.472 -0.8 0.9 -0.3
H 3.288 -0.622 0.401 0.0 0.1 0.2
H 2.553 -0.269 1.988 0.2 0.1 -0.2
H 3.920 0.716 1.403 -0.2 0.0 0.0
H 1.201 2.083 2.515 0.0 0.0 -0.1
H 0.712 3.270 1.288 0.1 -0.1 0.0
H 2.400 3.164 1.788 0.1 -0.2 -0.1
H 3.409 1.472 -1.553 0.0 0.2 0.0
H 3.672 2.804 -0.397 -0.1 -0.1 0.0
H 2.316 2.887 -1.547 0.2 -0.1 0.1
H -3.106 -1.293 1.746 0.2 0.2 -0.1
H -2.009 -2.052 0.550 -0.2 0.4 0.1
H -3.146 -0.753 0.036 0.1 -0.2 0.3
H -0.945 0.076 3.608 0.0 0.1 -0.2
H 0.596 -0.305 2.804 -0.1 -0.1 0.2
H -0.703 -1.519 2.886 0.1 0.3 -0.2
H -2.601 1.445 2.713 0.3 -0.2 -0.4
H -2.792 2.033 1.042 0.2 0.0 0.3
H -1.342 2.475 1.990 -0.2 -0.2 0.0
H -1.147 3.076 -3.723 0.3 -0.4 0.1
H -0.659 1.366 -3.986 -0.2 0.2 -0.1
H 0.567 2.578 -3.527 -0.1 0.1 -0.1
H -1.119 4.335 -1.736 0.1 -0.2 0.3
H 0.418 3.926 -0.893 -0.6 0.0 -0.1
H -1.160 3.797 -0.025 0.2 0.1 -0.3
H -3.020 2.284 -2.506 -0.1 -0.3 0.4
H -3.090 1.748 -0.782 -0.1 -0.1 -0.5
H -2.754 0.547 -2.078 -0.1 0.4 0.1
C 0.471 -2.505 -3.149 0.6 0.1 -0.1
C -0.874 -2.474 -3.468 -2.3 0.0 -0.5
C -1.519 -3.639 -3.831 -0.7 1.7 0.0
C -0.917 -4.882 -3.608 -1.2 -0.4 -0.4
C 0.394 -4.921 -3.131 1.3 0.2 0.4
C 1.170 -3.749 -3.051 -0.2 -1.3 0.2
S 1.317 -1.011 -3.009 0.7 0.3 2.9
H 0.508 0.142 -3.156 -0.3 -1.4 0.0
H -1.418 -1.510 -3.453 0.3 -0.7 -0.2
H -2.525 -3.531 -4.240 0.2 -0.4 0.2
H -1.560 -5.763 -3.824 1.0 0.4 0.3
H 0.773 -5.897 -2.814 0.4 0.4 -0.4
H 2.256 -3.839 -2.883 -0.7 0.3 0.1
C 0.116 -4.015 2.139 0.1 -0.1 -0.1
C 1.158 -3.165 1.420 0.3 -0.5 0.8
O 0.619 -2.437 0.303 -0.3 1.1 -0.8
H -0.738 -3.438 2.531 0.4 -0.2 -0.1
H 0.605 -4.547 2.973 -0.3 0.2 -0.3
H -0.278 -4.779 1.455 0.0 0.1 0.2
H 1.583 -2.413 2.089 0.0 -0.1 -0.1
H 1.973 -3.795 1.045 -0.1 0.1 0.2
H 0.229 -3.077 -0.299 -0.1 -0.1 0.0


2.
22
Properties=species:S:1:pos:R:3:forces:R:3 method="wB97M-V/def2-TZVPD" charge=-2 homo_lumo_gap_ev="2.6 / 7.5" energy_ev=-10991.67886 multiplicity=2 largest_force_ev_per_a=4.061 lumo_energy_ev="6.69 / 6.72"
C 0.196 -2.312 0.750 -2.1 1.5 1.3
C -0.151 -0.820 0.341 1.5 0.8 -2.5
C 0.710 -0.500 -1.040 -1.2 1.4 1.7
C 2.168 -0.195 -0.676 -0.6 3.8 1.3
N -1.556 -0.480 0.061 -0.5 -1.7 0.6
C -2.046 0.926 0.387 -0.1 -0.7 -3.3
O -1.552 1.744 -0.617 -0.1 1.6 1.4
H 0.799 -2.860 0.055 0.3 -0.2 -0.4
H 0.678 -2.275 1.733 0.2 -0.3 -0.1
H -0.787 -2.791 0.956 0.6 -0.1 -0.3
H 0.237 -0.128 1.140 -0.6 -0.5 -0.8
H 0.685 -1.343 -1.694 0.0 -1.1 -0.2
H 0.141 0.275 -1.631 0.9 -0.2 1.1
H 2.628 0.662 -1.255 -0.5 -1.0 0.1
H 2.700 -1.058 -0.885 1.7 -1.7 0.2
H 2.314 0.247 0.422 -0.4 -1.4 -2.1
H -1.762 -0.804 -0.949 0.1 1.4 2.3
H -3.239 0.788 0.167 2.1 0.5 1.4
H -1.681 1.333 1.411 -1.0 -1.3 -1.1
H -0.880 2.772 0.104 0.5 0.1 0.8
H 0.630 3.377 0.365 -1.2 0.1 0.8
O -0.231 3.442 0.856 0.2 -0.9 -2.1


3.
65
Properties=species:S:1:pos:R:3:forces:R:3 method="wB97M-V/def2-TZVPD" homo_lumo_gap_ev=9.3 energy_ev=-46348.52598 smiles="Cc1cc(NC(=O)CCC(=O)N(Cc2ccc(F)cc2)[C@@H](C(=O)NC2CCCC2)c2ccco2)no1" largest_force_ev_per_a=1.291 lumo_energy_ev=0.74
C 2.318 5.200 1.076 -0.1 -0.1 -0.2
C 1.235 4.188 1.118 -0.2 -0.4 0.5
C 0.786 3.370 2.113 0.1 0.3 -0.4
C -0.256 2.631 1.490 0.6 0.7 -0.4
N -0.399 2.995 0.237 -0.9 -0.8 0.3
O 0.524 3.962 0.000 0.7 0.6 0.1
N -1.042 1.630 2.012 -0.3 0.1 -0.5
C -0.920 1.097 3.263 -0.5 -0.2 0.1
O -0.174 1.531 4.112 0.2 0.1 0.2
C -1.769 -0.147 3.463 0.2 -0.1 0.0
H -1.995 -0.243 4.525 0.0 0.1 -0.1
C -0.945 -1.360 3.007 -0.2 0.2 0.0
C -0.813 -1.392 1.492 0.3 -0.2 0.4
O -1.631 -0.822 0.782 -0.3 0.1 -0.1
N 0.193 -2.106 0.947 -0.1 -0.3 -0.2
C 1.387 -2.570 1.622 0.2 0.0 0.2
C 2.529 -1.607 1.385 0.2 -0.1 0.1
C 3.732 -2.045 0.849 -0.2 0.1 0.2
C 4.752 -1.151 0.573 0.2 0.3 0.0
C 4.547 0.191 0.833 -0.1 -0.2 0.0
C 3.362 0.657 1.374 0.2 0.0 0.0
C 2.359 -0.252 1.650 0.2 -0.2 0.0
H 1.430 0.106 2.065 -0.2 0.1 0.0
H 3.231 1.709 1.569 0.0 0.1 0.0
F 5.526 1.073 0.545 0.0 0.0 0.0
H 5.688 -1.480 0.152 0.1 0.0 -0.1
H 3.876 -3.094 0.637 0.0 -0.1 -0.1
H 1.643 -3.558 1.229 0.0 0.1 0.1
H 1.195 -2.684 2.689 0.0 -0.1 -0.1
C 0.239 -2.185 -0.516 -0.2 0.1 0.0
C 0.877 -0.978 -1.120 -0.5 0.6 0.0
C 0.512 0.337 -1.183 0.0 -0.7 0.1
C 1.570 1.010 -1.842 0.4 -0.3 -0.2
C 2.494 0.058 -2.135 -0.1 0.8 -0.1
O 2.086 -1.148 -1.705 0.0 -0.4 0.0
H 3.444 0.106 -2.628 0.2 -0.1 -0.1
H 1.617 2.056 -2.060 0.1 0.2 -0.1
H -0.381 0.786 -0.800 -0.2 0.0 0.1
H 0.864 -3.049 -0.770 -0.1 0.1 0.0
C -1.193 -2.542 -1.002 0.5 0.0 -0.3
O -1.753 -3.504 -0.523 -0.2 -0.2 0.2
N -1.660 -1.804 -2.017 0.0 0.2 -0.3
H -1.180 -0.944 -2.238 0.1 -0.1 0.1
C -3.037 -1.893 -2.464 -0.1 -0.3 0.1
C -3.121 -1.648 -3.983 -0.1 0.0 -0.1
H -2.113 -1.574 -4.392 0.0 -0.1 0.0
H -3.623 -2.470 -4.489 0.1 -0.1 -0.1
C -3.885 -0.328 -4.165 0.1 0.1 -0.1
H -4.934 -0.533 -4.384 -0.1 0.0 0.0
H -3.481 0.271 -4.979 -0.1 0.0 -0.1
C -3.777 0.374 -2.812 -0.2 -0.1 0.0
H -4.556 1.120 -2.669 0.1 0.1 0.0
H -2.809 0.870 -2.716 0.1 0.1 0.0
C -3.881 -0.781 -1.822 0.1 0.0 0.0
H -3.507 -0.539 -0.829 -0.1 -0.1 0.1
H -4.917 -1.109 -1.738 -0.1 0.0 0.0
H -3.383 -2.886 -2.173 0.0 0.1 -0.1
H -1.457 -2.282 3.298 0.1 0.0 0.0
H 0.021 -1.326 3.508 0.0 -0.1 0.0
H -2.694 -0.090 2.891 0.0 0.0 0.0
H -1.638 1.150 1.345 0.1 -0.1 0.2
H 1.116 3.287 3.125 0.1 0.0 0.2
H 1.945 6.127 0.646 0.0 0.1 0.0
H 3.138 4.847 0.452 0.1 0.0 0.0
H 2.687 5.385 2.080 0.0 0.0 0.0


4.
21
Properties=species:S:1:pos:R:3:forces:R:3 method="wB97M-V/def2-TZVPD" charge=+2 homo_lumo_gap_ev="5.3 / 5.3" energy_ev=-73947.18889 largest_force_ev_per_a=8.442 lumo_energy_ev="-11.18 / -11.18"
O 5.035 2.377 0.370 -2.5 0.0 -0.6
C 3.922 2.378 0.112 2.5 -0.1 0.6
Ga -0.530 0.128 -0.246 -1.0 -1.7 0.7
O -1.479 2.038 -2.407 0.6 -0.2 1.0
C -0.895 1.579 -1.489 1.9 -0.3 1.2
C -2.183 -1.125 -0.359 -5.6 -3.8 0.6
O -3.120 -1.799 -0.341 3.7 2.8 -0.4
C -0.031 -2.945 0.301 -3.4 -5.9 4.9
O -0.582 -3.704 1.010 2.9 4.1 -4.3
C 0.574 -1.613 0.071 5.3 2.6 -1.0
O 1.810 -1.543 0.070 -3.8 -0.6 0.1
H -0.103 1.961 -0.686 -0.8 3.2 -2.1
N -1.803 0.947 3.593 0.5 -0.1 -1.0
C -0.909 2.011 3.481 -0.4 -0.7 -0.3
C -0.349 1.913 2.248 -0.3 -0.2 0.0
N -0.899 0.799 1.610 0.2 -0.2 -0.8
C -1.771 0.235 2.448 0.0 0.6 0.9
H -2.382 0.718 4.396 0.1 0.1 -0.1
H -0.749 2.727 4.264 0.0 0.1 0.2
H 0.382 2.536 1.759 0.0 0.0 0.1
H -2.379 -0.642 2.256 0.1 0.2 0.2